C4HLiO4Sn as an isolated structure in a non-equilibrium geometry, computed with wB97M-V/def2-TZVPD.

Results
maximum force: 8.5 eV/A
electronic energy: -18376.380 eV
multiplicity: 2
ΔE to the lowest compared entry with this formula, charge and spin: 3.0859 eV
HOMO (spin up / spin down): -9.586 / -12.136 eV
net charge: +1

The geometry in XYZ format:
```
11
Properties=species:S:1:pos:R:3:lowdin_charge:R:1
O -0.15 1.30 0.51 -0.035
C 0.71 0.94 -0.14 0.094
C -2.21 4.35 1.01 -0.197
C -1.51 4.38 -0.03 0.015
H -1.30 4.13 -1.06 0.048
Li -1.87 2.09 1.46 0.734
O -1.28 5.53 1.47 0.003
C -0.71 4.93 2.55 -0.799
O -0.30 5.61 3.49 -0.208
O -1.30 3.81 2.71 -0.238
Sn -0.31 4.31 4.97 1.584
```

C3H9N3O2 as an isolated structure in a non-equilibrium geometry, computed with wB97M-V/def2-TZVPD.

Results
maximum force: 9.0 eV/A
electronic energy: -11811.581 eV
ΔE to the lowest compared entry with this formula, charge and spin: 12.4787 eV
HOMO: -9.414 eV
net charge: 0

The geometry in XYZ format:
```
17
Properties=species:S:1:pos:R:3:lowdin_charge:R:1
C -1.39 1.40 -0.17 -0.114
C -0.91 -0.08 0.31 -0.525
C -1.07 -1.14 -0.78 -0.145
H -0.14 2.14 -0.25 0.135
H -2.01 2.26 0.69 0.121
H -1.91 1.26 -1.42 0.133
H -1.65 -0.77 0.72 0.093
H -0.73 -2.17 -0.18 0.134
H -0.36 -0.81 -1.53 0.050
H -2.31 -1.34 -1.00 0.153
H 0.27 0.20 2.04 0.232
H 2.86 -1.15 -0.58 0.155
N 0.38 -0.17 0.96 -0.081
N 1.42 0.00 0.27 -0.274
N 2.22 0.99 0.67 0.022
O 1.96 -1.33 -0.05 -0.015
O 3.37 0.71 0.29 -0.072
```

A 2-piece molecular cluster, C4H13NO overall in a non-equilibrium geometry, computed with wB97M-V/def2-TZVPD.

Results
maximum force: 1.4 eV/A
electronic energy: -7895.839 eV
ΔE to the lowest compared entry with this formula, charge and spin: 0.8220 eV
HOMO: -9.121 eV
net charge: 0

The geometry in XYZ format:
```
19
Properties=species:S:1:pos:R:3:lowdin_charge:R:1
C 0.50 1.37 0.89 -0.134
N 0.81 0.62 -0.32 -0.098
C -0.29 -0.19 -0.87 -0.443
C -1.56 0.60 -1.27 -0.061
C -0.60 -1.29 0.14 -0.085
H 0.62 0.86 1.85 0.068
H -0.53 1.75 0.93 0.065
H 1.15 2.24 0.98 0.083
H 1.34 1.23 -0.91 0.105
H 0.07 -0.75 -1.74 0.133
H -2.51 0.12 -1.46 0.075
H -1.30 1.11 -2.20 0.073
H -1.77 1.30 -0.46 0.054
H -1.40 -1.91 -0.28 0.082
H -0.97 -0.88 1.09 0.082
H 0.17 -2.01 0.40 0.059
O 2.42 -1.65 1.22 -0.090
H 2.27 -1.18 0.37 0.027
H 1.59 -1.34 1.63 0.004
```

One molecule with the formula C5H8O2 in a non-equilibrium geometry, computed with wB97M-V/def2-TZVPD.

Results
maximum force: 5.1 eV/A
electronic energy: -9406.571 eV
ΔE to the lowest compared entry with this formula, charge and spin: 3.2608 eV
HOMO: -8.548 eV
net charge: 0

The geometry in XYZ format:
```
15
Properties=species:S:1:pos:R:3:lowdin_charge:R:1
C 2.51 0.13 -0.05 -0.119
O 1.28 -0.28 -0.56 -0.121
C 0.27 -0.10 0.42 -0.435
C -0.61 1.24 0.21 -0.089
C -1.92 0.64 -0.30 -0.061
C -1.75 -0.74 -0.16 -0.118
O -0.56 -1.10 0.32 0.020
H 3.38 -0.12 -0.78 0.116
H 2.52 1.18 -0.20 0.052
H 2.60 -0.29 1.13 0.157
H 0.75 -0.17 1.34 0.108
H -0.08 1.80 -0.53 0.085
H -0.68 1.88 1.26 0.161
H -2.84 1.29 -0.57 0.124
H -2.48 -1.46 -0.51 0.121
```

A 6-piece molecular cluster, C18H46BrN11O10P2 overall in a non-equilibrium geometry, computed with wB97M-V/def2-TZVPD.

Results
maximum force: 4.6 eV/A
electronic energy: -144903.914 eV
HOMO: -8.826 eV
net charge: 0

The geometry in XYZ format:
```
88
Properties=species:S:1:pos:R:3:lowdin_charge:R:1
C 0.25 -3.22 2.90 -0.108
O -1.08 -3.19 2.44 -0.206
C -1.27 -4.08 1.33 -0.232
C -2.67 -4.03 0.75 -0.172
C -3.70 -3.38 1.70 -0.194
C -5.07 -3.27 0.98 -0.180
C -5.64 -1.84 0.91 -0.196
C -5.52 -1.03 2.19 -0.191
C -5.80 0.46 1.90 -0.191
C -4.71 1.12 1.06 -0.171
C -3.35 1.06 1.76 -0.245
C -2.37 -0.01 1.28 -0.484
O -2.45 -0.73 0.39 0.196
N -1.28 0.18 2.15 0.062
C -1.15 1.61 2.33 -0.868
Br -1.36 2.06 4.29 0.673
P 0.52 2.06 1.64 0.845
O 1.61 1.27 2.57 -0.243
O 0.79 3.66 2.02 -0.273
C -2.40 2.27 1.63 -0.398
P -2.13 2.84 -0.09 0.735
O -1.33 1.91 -0.93 -0.445
H 0.70 -2.23 2.86 0.073
H 0.28 -3.53 3.95 0.087
H 0.85 -3.91 2.31 0.074
H -0.58 -3.77 0.55 0.114
H -0.97 -5.09 1.61 0.101
H -3.02 -5.04 0.56 0.111
H -2.68 -3.47 -0.18 0.107
H -3.28 -2.43 1.98 0.065
H -3.83 -4.04 2.56 0.116
H -4.90 -3.58 -0.05 0.099
H -5.76 -3.99 1.39 0.103
H -6.71 -1.94 0.71 0.111
H -5.21 -1.35 0.04 0.100
H -4.52 -1.06 2.63 0.093
H -6.22 -1.37 2.96 0.117
H -6.75 0.53 1.37 0.112
H -5.88 1.04 2.82 0.113
H -4.58 0.67 0.07 0.111
H -5.00 2.15 0.87 0.105
H -3.58 1.00 2.82 0.124
H -0.43 -0.31 1.88 0.120
H 2.23 1.93 2.93 0.074
H 0.50 4.14 1.23 0.048
H -2.60 3.11 2.28 0.085
H -3.38 3.08 -0.70 0.031
H -1.47 4.09 -0.05 0.019
N 0.16 5.58 4.35 0.151
C -0.49 6.76 4.56 -0.690
N -0.50 7.20 5.85 0.144
O -1.02 7.38 3.65 0.018
H 0.61 5.06 5.08 0.089
H 0.19 5.23 3.41 0.054
H -0.98 8.07 6.04 0.101
H -0.07 6.71 6.61 0.090
N 2.17 1.45 -3.27 0.162
C 2.82 1.79 -2.13 -0.666
N 2.03 1.94 -1.03 0.132
O 4.03 1.96 -2.09 0.009
H 1.17 1.31 -3.32 0.098
H 2.72 1.34 -4.10 0.104
H 2.47 2.19 -0.17 0.059
H 1.03 1.80 -1.05 0.029
N 0.99 -7.40 0.52 0.153
C -0.02 -7.25 -0.40 -0.672
N -0.40 -8.39 -1.04 0.148
O -0.53 -6.17 -0.62 0.036
H 1.43 -8.28 0.72 0.092
H 1.30 -6.58 1.00 0.097
H -1.13 -8.31 -1.71 0.103
H 0.01 -9.29 -0.87 0.091
N 7.17 1.30 -4.56 0.149
C 7.87 1.62 -3.43 -0.694
N 7.11 1.78 -2.32 0.156
O 9.09 1.75 -3.43 -0.002
H 6.18 1.19 -4.58 0.074
H 7.69 1.17 -5.41 0.087
H 7.58 2.03 -1.47 0.098
H 6.11 1.68 -2.32 0.045
N 6.30 0.65 -9.03 0.150
C 6.05 1.45 -7.95 -0.683
N 6.40 2.76 -8.09 0.155
O 5.55 1.02 -6.92 0.012
H 6.70 0.99 -9.88 0.092
H 6.05 -0.32 -8.95 0.104
H 6.23 3.37 -7.31 0.107
H 6.81 3.13 -8.93 0.093
```

A 2-piece molecular cluster, C5H10N2O2 overall in a non-equilibrium geometry, computed with wB97M-V/def2-TZVPD.

Results
maximum force: 2.6 eV/A
electronic energy: -12417.621 eV
ΔE to the lowest compared entry with this formula, charge and spin: 5.8518 eV
HOMO (spin up / spin down): -5.959 / -5.883 eV
net charge: 0

The geometry in XYZ format:
```
19
Properties=species:S:1:pos:R:3:lowdin_charge:R:1
C 0.76 0.31 0.24 -0.618
N 2.90 0.21 -0.88 0.229
C 2.05 -0.32 -0.02 0.069
O 0.50 0.29 1.61 0.017
O 0.77 1.60 -0.30 -0.028
H -0.19 1.87 -0.20 0.051
H -0.40 0.68 1.67 0.091
H 3.82 -0.17 -1.05 0.139
H 2.66 1.13 -1.24 0.138
H 2.33 -1.21 0.53 0.160
C -0.33 -0.62 -0.57 -0.110
C -2.89 0.70 0.35 -0.300
C -0.85 -1.73 -0.01 -0.042
N -1.85 1.36 0.26 -0.073
H -0.43 -0.45 -1.63 0.107
H -3.89 1.15 0.48 0.034
H -2.88 -0.43 0.29 0.024
H -1.37 -2.47 -0.59 0.051
H -0.73 -1.89 1.06 0.061
```

A 2-piece molecular cluster, C3H12N6 overall in a non-equilibrium geometry, computed with wB97M-V/def2-TZVPD.

Results
maximum force: 5.8 eV/A
electronic energy: -12228.757 eV
ΔE to the lowest compared entry with this formula, charge and spin: 0.3101 eV
HOMO: -15.958 eV
net charge: +2

The geometry in XYZ format:
```
21
Properties=species:S:1:pos:R:3:lowdin_charge:R:1
C -2.77 0.46 -0.77 -0.291
C -3.40 -1.02 -1.14 -0.040
C -4.53 -1.17 -0.07 -0.177
N -2.49 0.77 0.49 -0.009
N -2.02 1.95 0.51 0.063
N -2.33 1.44 -1.58 0.125
N -1.89 2.26 -0.74 -0.065
N 10.48 0.35 0.47 0.269
N -3.94 -1.09 1.29 0.140
H -2.60 -1.73 -1.21 0.097
H -3.76 -0.84 -2.26 0.167
H -5.30 -0.42 -0.13 0.128
H -5.02 -2.15 -0.31 0.146
H 9.55 -0.17 0.72 0.217
H -1.43 3.17 -1.18 0.248
H 11.08 -0.42 0.11 0.151
H 11.02 0.56 1.36 0.180
H 10.73 1.11 -0.22 0.184
H -3.56 -0.13 1.26 0.068
H -3.16 -1.77 1.32 0.176
H -4.68 -1.16 2.09 0.224
```